A structure of composition C41H77N5O13P3Ti, computed with ωB97M-V with the def2-TZVPD basis set.

Each line ends with the Mulliken spin population.
Cartesian coordinates (Å):
Ti (0.2459, -1.9807, -3.2126)  3.215
C (-0.0098, -0.2338, -0.9222)  0.105
C (-0.4651, -1.5284, -0.2068)  -0.036
C (-1.7163, -1.2325, 0.6395)  -0.008
O (-0.5582, -2.5904, -1.0994)  -0.260
H (1.0391, -0.3052, -1.2100)  0.063
H (-0.0977, 0.6370, -0.2725)  0.037
H (-0.6774, 0.0266, -1.7435)  -0.011
H (0.2557, -1.7309, 0.5853)  -0.028
H (-2.5390, -0.9597, -0.0214)  0.012
H (-1.5638, -0.3869, 1.3102)  -0.004
H (-2.0645, -2.0626, 1.2541)  0.000
C (-1.2615, 7.8591, 4.7621)  0.000
C (-1.5105, 6.3779, 4.9204)  0.000
O (-0.5555, 5.6727, 4.1710)  0.000
P (-0.8520, 4.2241, 3.4808)  0.000
O (-2.1055, 4.1362, 2.7080)  0.000
O (0.4065, 4.1037, 2.5189)  0.000
C (0.4372, 4.6498, 1.2295)  0.000
C (0.3794, 3.5263, 0.1781)  -0.001
O (-0.6455, 3.1879, 4.6751)  0.000
C (-1.0560, 1.8585, 4.5528)  0.000
C (-0.1449, 1.1222, 3.6865)  -0.001
H (-1.1694, 8.1348, 3.7116)  0.000
H (-1.7812, 8.5631, 5.4120)  0.000
H (-0.2872, 8.1483, 5.1561)  0.000
H (-1.5290, 6.1360, 5.9831)  0.000
H (-2.4704, 6.0628, 4.5114)  0.000
H (-0.4228, 5.3108, 1.1220)  0.000
H (1.3386, 5.2362, 1.0511)  0.000
H (1.3077, 2.9657, 0.2884)  0.000
H (-0.4939, 2.8860, 0.3023)  0.001
H (0.5076, 3.8641, -0.8503)  0.000
H (-1.0576, 1.3434, 5.5134)  0.000
H (-2.0190, 1.8350, 4.0426)  0.000
H (-0.2629, 1.3966, 2.6382)  0.000
H (0.8864, 1.2363, 4.0205)  0.000
H (-0.4722, 0.0845, 3.7517)  0.000
C (9.1086, 1.2810, 1.1796)  0.000
C (8.1971, 0.4233, 1.9679)  0.000
O (7.0480, -0.0365, 1.3171)  0.000
P (7.1046, -1.2285, 0.2030)  0.000
O (7.9169, -0.9681, -0.9713)  0.000
O (7.5127, -2.5418, 1.1250)  0.000
C (7.3546, -3.8696, 0.5611)  0.000
C (8.4442, -4.2321, -0.4110)  0.000
O (5.4974, -1.5132, -0.0951)  0.001
C (4.5612, -1.5796, 0.9007)  0.002
C (3.8583, -0.2562, 1.2835)  -0.002
H (9.4015, 0.8503, 0.2221)  0.000
H (8.6126, 2.2369, 1.0111)  0.000
H (10.0787, 1.4748, 1.6372)  0.000
H (8.7790, -0.4617, 2.2253)  0.000
H (7.9048, 0.9195, 2.8933)  0.000
H (7.2726, -4.6757, 1.2902)  0.000
H (6.3721, -3.8878, 0.0893)  0.000
H (9.4177, -3.9564, -0.0056)  0.000
H (8.4245, -5.3024, -0.6162)  0.000
H (8.2897, -3.6599, -1.3259)  0.000
H (3.8278, -2.3307, 0.6072)  -0.002
H (5.0961, -1.8345, 1.8155)  0.000
H (4.5449, 0.5502, 1.5413)  0.000
H (3.3078, 0.0141, 0.3824)  0.002
H (3.1073, -0.4306, 2.0541)  0.000
C (2.3376, 2.6492, -4.4713)  -0.006
C (0.8954, 3.0167, -4.2015)  0.001
O (0.1107, 2.2503, -5.0733)  -0.001
P (-1.0133, 1.2582, -4.5261)  0.029
O (-0.5284, -0.1129, -4.3082)  -0.131
O (-1.6743, 1.9770, -3.2180)  0.007
C (-2.2991, 3.2729, -3.3726)  0.000
C (-3.7529, 3.0849, -3.1286)  0.002
O (-2.2857, 1.4479, -5.5362)  -0.002
C (-2.3462, 1.0777, -6.9093)  -0.001
C (-1.4144, 1.9431, -7.7718)  0.000
H (2.4299, 1.5779, -4.2929)  0.013
H (2.6459, 2.8385, -5.4995)  0.001
H (3.0469, 3.1848, -3.8403)  0.000
H (0.6577, 2.7977, -3.1606)  0.001
H (0.7632, 4.0973, -4.2558)  -0.001
H (-1.8600, 3.8924, -2.5906)  0.000
H (-2.0108, 3.8408, -4.2572)  0.000
H (-4.1326, 2.4002, -3.8869)  0.000
H (-4.0439, 2.8021, -2.1169)  0.000
H (-4.3223, 3.9997, -3.2929)  0.000
H (-2.0548, 0.0383, -7.0601)  0.003
H (-3.3517, 1.2758, -7.2805)  0.000
H (-1.4637, 1.7018, -8.8336)  0.000
H (-1.6084, 3.0132, -7.6983)  0.000
H (-0.3462, 1.8989, -7.5596)  0.000
N (-1.7764, -5.0806, -0.2534)  -0.001
C (-1.9517, -5.3993, 1.0430)  0.006
C (-2.3518, -6.6776, 1.1847)  0.001
C (-2.5421, -7.1802, -0.0718)  0.006
C (-2.2652, -6.1595, -0.9884)  0.003
H (-1.4789, -4.1853, -0.6138)  0.011
H (-1.6671, -4.6816, 1.7982)  0.000
H (-2.3866, -7.2068, 2.1255)  0.000
H (-2.9352, -8.1777, -0.2011)  0.000
H (-2.2542, -6.1957, -2.0678)  0.001
N (1.4760, -4.9193, -0.5604)  -0.007
C (2.7735, -4.4900, -0.7245)  -0.007
C (3.5743, -5.5537, -0.7738)  0.011
C (2.8152, -6.7194, -0.5244)  0.000
C (1.4874, -6.2960, -0.4011)  0.003
H (0.6828, -4.3010, -0.6530)  0.012
H (2.9643, -3.4373, -0.8721)  0.022
H (4.6326, -5.5507, -0.9890)  0.000
H (3.1112, -7.7513, -0.6428)  0.000
H (0.5562, -6.8386, -0.3320)  -0.001
N (-4.0532, -0.5396, 4.0085)  0.000
C (-2.9953, -1.3392, 4.3476)  0.000
C (-3.1259, -1.4877, 5.7235)  0.000
C (-4.0964, -0.6012, 6.2173)  0.000
C (-4.6344, 0.0209, 5.1466)  0.000
H (-4.3138, -0.2705, 3.0706)  0.000
H (-2.3355, -1.7573, 3.6018)  0.000
H (-2.5750, -2.2019, 6.3176)  0.000
H (-4.2538, -0.3387, 7.2530)  0.000
H (-5.3184, 0.8473, 5.0215)  0.000
N (-3.3961, -2.2967, -2.3856)  0.010
C (-4.2964, -3.2333, -2.1022)  0.295
C (-5.5465, -2.8013, -2.6235)  0.262
C (-5.2746, -1.5217, -3.3130)  -0.049
C (-3.9031, -1.3034, -3.1453)  0.061
H (-2.4874, -2.3983, -1.9565)  -0.109
H (-4.0126, -4.0639, -1.4728)  0.087
H (-6.4790, -3.3338, -2.5084)  0.003
H (-6.0514, -0.9674, -3.8187)  -0.001
H (-3.1802, -0.5294, -3.3572)  0.377
N (-4.2373, 2.9175, 1.4078)  0.000
C (-5.5731, 3.0010, 1.6493)  0.000
C (-6.2670, 2.1186, 0.8589)  0.001
C (-5.2556, 1.4795, 0.0917)  0.001
C (-4.0080, 1.9840, 0.4912)  -0.007
H (-3.5674, 3.4748, 1.9184)  0.000
H (-5.9494, 3.6926, 2.3885)  0.000
H (-7.3415, 2.0253, 0.8027)  0.000
H (-5.3619, 0.7257, -0.6743)  0.006
H (-3.0086, 1.7158, 0.1818)  0.001

Forces on the atoms, in the same order (eV/Å):
-0.6331 0.2228 1.1025
-0.3952 -0.1762 0.8319
0.1453 0.9738 0.9066
-0.4860 -0.0536 -0.7366
-0.4026 0.0581 -1.6740
0.0952 0.0029 -0.3690
0.2244 -0.0163 0.2254
0.0089 -0.2270 -0.3645
0.7525 -0.2709 -0.1160
-0.3369 0.1348 -0.0577
0.1895 0.0487 -0.0160
0.2106 -0.2689 -0.1243
1.4570 0.5825 0.1362
-1.6022 0.6269 0.3673
0.9386 -2.2219 -0.9225
0.7655 1.6768 0.5716
-0.0168 -0.0958 0.5389
0.4268 -0.7830 1.6137
-0.9638 0.2062 -1.7852
0.9605 0.1563 0.4348
0.3074 2.4646 -0.3559
-1.0810 -0.8754 -0.4081
0.8209 -1.3295 -0.9855
-0.6872 0.2378 0.0454
-1.2337 -0.4023 -0.5285
0.6950 -0.7457 -0.0759
0.4280 -0.4282 0.0042
-0.3938 0.4187 0.1505
0.0140 0.1402 -0.1714
0.0885 -0.0442 0.5029
-0.1418 -0.5681 0.3817
0.0378 0.0795 -0.0853
-0.6203 0.4985 -0.0193
-0.4014 0.6884 0.2488
-0.5149 -0.0587 0.6684
0.2962 0.2333 -0.0756
0.0639 -0.1713 -0.2116
0.3715 -0.2679 -0.0106
0.2956 1.2185 -1.2482
1.8398 -1.2405 1.2737
-1.4367 -1.2782 -1.8250
-1.6638 -0.9193 2.2557
-0.1266 -0.1534 -0.2896
-0.2235 1.1050 -0.5880
-0.6792 -0.2397 -0.5562
0.0372 0.5504 -0.2843
3.2187 1.2896 -1.9684
-0.6459 0.5554 3.0030
-0.2114 -0.5013 -1.5595
-0.4540 -0.1285 -0.1215
0.2242 0.1832 -0.2896
-0.2641 -0.0366 0.6412
-0.0197 -0.1644 0.5374
-0.2784 -0.0958 -0.0954
0.2792 0.7635 0.9113
-0.0400 -0.0001 -0.3065
0.0218 -0.1255 0.0330
-0.0063 0.0491 -0.0690
0.2495 -0.1688 -0.1478
0.0933 -0.0119 0.3134
-0.2984 -0.8693 0.2247
-0.0147 -0.2326 0.1029
-0.1769 0.5662 -0.0432
0.2308 -0.0560 0.1878
0.2918 -0.2134 -0.0005
1.8780 0.6170 1.4380
-1.9699 -0.8538 -0.4752
-2.0678 2.9061 -0.3982
-0.0699 -0.6634 0.3879
1.5567 -1.6474 -1.7532
0.4114 0.9562 1.4033
-1.2266 0.5021 -0.7210
1.4243 -0.5746 1.5534
1.3299 0.6335 -1.6289
0.5458 0.5273 -0.2432
0.2762 -0.0192 0.0329
-0.2663 0.0577 -0.0679
-0.1747 -0.0146 0.1848
-0.0630 -0.2796 0.0913
-0.5348 -0.0096 -0.7993
0.0333 -0.1393 0.3580
-0.2473 -0.7404 -0.5918
-0.1680 -0.2818 0.2196
0.4550 -0.4195 -0.0506
0.2295 0.3042 -0.1422
-0.3275 -0.1530 0.2554
-0.1215 -0.3158 0.5125
-0.4370 -0.2498 0.0301
-0.5076 -0.0068 0.1468
-0.0346 -0.5575 0.4516
-1.6631 -1.2138 -1.0287
1.4239 1.8726 1.4228
0.2081 -0.0893 1.8527
-0.7411 -0.2504 -1.9615
0.5485 -0.7335 0.3098
0.3098 0.4243 -0.0242
0.0137 -0.0728 0.0642
-0.3036 0.0607 -0.0943
0.1551 0.0839 -0.6843
0.1058 0.1211 0.0760
0.5032 -0.6349 0.4045
-1.5905 1.5348 -0.5206
1.8781 -1.4111 0.1510
-1.8495 0.1827 -0.4318
0.7237 0.4434 -0.5710
-0.0928 -0.0933 0.2824
0.1012 -0.1270 -0.0506
-0.0079 0.1319 0.1458
0.1407 0.1222 0.3522
0.1138 -0.0301 0.1446
0.0284 1.6343 -0.2038
-1.5043 -0.4427 1.1282
1.6565 -0.7978 -0.2841
0.2238 0.2858 0.6233
-0.2347 -0.1668 -1.8163
0.2061 0.1301 0.1382
-0.2256 -0.2444 0.1927
0.2463 0.2467 0.0240
-0.2065 -0.2616 -0.0807
-0.1495 -0.2595 0.1634
0.3604 -1.6251 0.5895
-0.1495 0.5436 0.4065
0.2445 2.8866 -1.9097
-1.4166 -3.4443 1.4614
0.2475 0.4889 0.5724
1.3532 0.4889 -0.0382
-0.1543 -0.2567 -0.0207
0.0097 0.1822 -0.1544
0.4286 0.2152 -0.0449
-0.5179 0.4179 -0.5138
-0.8845 0.7950 1.1477
-0.5906 0.5403 0.6022
0.8689 0.2081 -0.2950
0.9210 -0.3555 -0.1202
-0.7800 -1.2172 -1.2462
0.4943 -0.0491 0.0159
0.0656 0.0062 -0.0780
0.1701 -0.1345 0.0109
-0.1797 -0.0532 0.0348
-0.0618 0.0479 -0.0666

The HOMO energy (spin up / spin down) is -8.748 / -9.626 eV. The multiplicity is 5. The total energy is -128811.4947 eV. The charge is +1. For the gap between HOMO and LUMO (spin up / spin down), the calculation gives 6.446 / 2.742 eV. The lowest unoccupied orbital energy (spin up / spin down) comes out at -2.30 / -6.88 eV.